16
Properties=species:S:1:pos:R:3:forces:R:3 method="wB97M-V/def2-TZVPD" multiplicity=1 de_lowest_kcal_mol=41.2 homo_ha=-0.33969 lumo_ha=0.0193 e_tot_ev=-19676.6247 orbital_gap_ev=9.77 smiles="N[C@H](C=O)CS.O" max_force_ev_per_a=1.28
O 0.3198 0.4912 1.6597 0.4 0.4 -0.1
C 0.1297 -0.1122 0.6379 -0.6 -1.0 0.6
C -1.2027 -0.0753 -0.0921 -0.4 1.0 -0.1
C -0.9706 -0.0986 -1.6014 0.1 -0.9 0.1
S -0.2040 -1.6443 -2.2235 0.4 0.2 0.0
N -1.9721 1.1250 0.2187 0.1 -0.2 -0.5
H 0.8572 -0.8458 0.2533 0.2 0.2 -0.2
H -1.7829 -0.9496 0.2145 0.1 -0.1 0.0
H -1.8845 0.0029 -2.1482 -0.6 0.3 0.0
H -0.3465 0.7514 -1.8443 0.4 0.0 -0.3
H -1.0186 -2.5055 -1.5999 -0.1 0.1 0.0
H -1.3750 1.8839 0.5060 -0.1 0.1 0.3
H -2.7431 1.0048 0.8530 0.2 -0.1 0.2
H 4.3439 -0.3426 2.0252 0.1 0.3 -0.2
H 3.4731 0.8234 1.6099 0.1 0.1 0.0
O 4.3764 0.4913 1.5311 -0.3 -0.4 0.3